(i)
{
  "formula": "C3H4N4O",
  "method": "wB97M-V/def2-TZVPD",
  "elements": ["C", "C", "C", "H", "H", "H", "H", "N", "N", "N", "N", "O"],
  "xyz": [[-1.308, -0.184, -0.200], [-0.053, 1.664, 0.030], [1.337, -0.368, -0.329], [-2.966, -0.215, -0.105], [0.031, 2.862, 0.208], [3.055, -1.621, 0.515], [-0.272, -1.966, 0.694], [-2.329, -0.985, -0.486], [-1.193, 1.200, 0.268], [2.553, -0.551, -0.031], [-0.004, -0.894, 0.094], [1.148, 1.058, -0.657]],
  "spin_multiplicity": 1,
  "homo_ev": -9.786,
  "orbital_gap_ev": 9.86,
  "total_charge": 0
}

=====

(ii)
{
  "formula": "C3H4N4O",
  "method": "wB97M-V/def2-TZVPD",
  "elements": ["C", "C", "N", "C", "N", "N", "N", "O", "H", "H", "H", "H"],
  "xyz": [[1.365, -0.074, 0.690], [1.388, -0.262, -0.689], [0.468, 0.716, -0.059], [-0.823, 0.442, 0.035], [-1.783, 1.247, -0.052], [-2.859, 0.379, 0.020], [-2.605, -0.799, -0.052], [-1.187, -0.828, 0.069], [0.887, -0.743, 1.484], [2.313, 0.525, 1.065], [2.019, 0.466, -1.413], [0.815, -1.070, -1.099]],
  "spin_multiplicity": 1,
  "homo_ev": -10.435,
  "orbital_gap_ev": 11.26,
  "smiles": "C1CN1c1nnno1",
  "total_charge": 0
}

=====

(iii)
{
  "formula": "C3H4N4O",
  "method": "wB97M-V/def2-TZVPD",
  "elements": ["H", "N", "C", "N", "N", "N", "C", "C", "O", "H", "H", "H"],
  "xyz": [[0.831, -2.798, -2.065], [0.484, -2.208, -1.133], [-0.429, -1.120, -1.386], [-0.727, -0.143, -0.284], [-0.483, 1.105, -0.991], [0.016, 2.065, -0.116], [0.435, 1.568, 1.060], [0.020, 0.124, 0.942], [0.435, -0.945, 1.755], [-0.662, -0.741, -2.472], [0.496, 2.168, 1.887], [0.669, -0.227, 2.574]],
  "spin_multiplicity": 1,
  "homo_ev": -9.055,
  "orbital_gap_ev": 9.09,
  "smiles": "[H]/N=C/n1nncc1O",
  "total_charge": 0
}

=====

The winner here is (ii), beating the second structure by 0.0235 hartree.

=====

(i)
{
  "formula": "C8H16O4",
  "method": "wB97M-V/def2-TZVPD",
  "elements": ["C", "C", "O", "C", "C", "O", "H", "H", "H", "H", "H", "H", "H", "H", "C", "C", "O", "C", "C", "O", "H", "H", "H", "H", "H", "H", "H", "H"],
  "xyz": [[1.829, 2.442, 0.453], [0.694, 1.419, 0.112], [1.136, 0.073, 0.381], [2.381, -0.224, -0.115], [3.462, 0.764, 0.252], [3.055, 2.060, -0.185], [1.966, 2.648, 1.532], [1.457, 3.370, -0.022], [0.486, 1.519, -0.971], [-0.253, 1.605, 0.655], [2.563, -1.277, 0.173], [2.358, -0.176, -1.221], [3.651, 0.786, 1.342], [4.412, 0.498, -0.249], [-3.340, -0.487, -0.241], [-2.957, -1.608, -1.120], [-1.991, -2.491, -0.492], [-0.812, -1.731, -0.083], [-1.229, -0.626, 0.893], [-2.151, 0.200, 0.169], [-3.869, -0.823, 0.671], [-4.001, 0.227, -0.770], [-2.543, -1.162, -2.045], [-3.802, -2.261, -1.411], [-0.090, -2.488, 0.279], [-0.378, -1.255, -0.983], [-1.694, -0.977, 1.834], [-0.341, -0.023, 1.161]],
  "spin_multiplicity": 1,
  "homo_ev": -9.198,
  "orbital_gap_ev": 10.14,
  "smiles": "C1COCCO1.C1COCCO1",
  "total_charge": 0
}

=====

(ii)
{
  "formula": "C8H16O4",
  "method": "wB97M-V/def2-TZVPD",
  "elements": ["C", "C", "C", "C", "C", "O", "C", "O", "O", "O", "C", "C", "H", "H", "H", "H", "H", "H", "H", "H", "H", "H", "H", "H", "H", "H", "H", "H"],
  "xyz": [[0.112, 2.320, 0.175], [-1.370, 1.916, 0.658], [-2.039, 0.765, -0.282], [-1.343, -0.627, 0.094], [-2.194, -1.377, 1.264], [-1.253, -1.583, -0.999], [-0.079, -1.414, -1.769], [-0.187, -0.800, -2.866], [1.209, -1.927, -1.449], [1.376, -2.115, -0.115], [2.333, -1.164, 0.440], [3.055, -0.264, -0.695], [0.782, 1.388, 0.069], [0.553, 3.020, 0.983], [0.140, 2.849, -0.838], [-1.415, 1.609, 1.772], [-2.007, 2.878, 0.579], [-3.163, 0.785, -0.012], [-1.979, 1.052, -1.385], [-0.327, -0.383, 0.583], [-3.277, -1.518, 0.909], [-1.652, -2.386, 1.418], [-2.101, -0.782, 2.231], [3.177, -1.729, 0.992], [1.888, -0.437, 1.199], [3.573, -0.910, -1.492], [3.877, 0.396, -0.244], [2.311, 0.438, -1.222]],
  "spin_multiplicity": 1,
  "homo_ev": -10.301,
  "orbital_gap_ev": 11.09,
  "smiles": "CCC[C@@H](C)OC(=O)OOCC",
  "total_charge": 0
}

=====

The winner here is (i), beating the second structure by 0.0869 hartree.

=====

(i)
{
  "formula": "C3H9N2S",
  "method": "wB97M-V/def2-TZVPD",
  "elements": ["C", "C", "C", "N", "N", "S", "H", "H", "H", "H", "H", "H", "H", "H", "H"],
  "xyz": [[-0.463, -1.082, -0.278], [1.050, -0.902, 0.079], [0.168, 1.362, -0.354], [-1.155, 0.043, 0.489], [1.354, 0.573, 0.164], [-2.618, 0.164, 0.009], [-0.766, -0.907, -1.302], [-0.846, -2.003, 0.229], [1.247, -1.543, 0.914], [1.496, -1.248, -0.853], [0.084, 1.309, -1.458], [-0.034, 2.208, 0.203], [1.509, 0.743, 1.198], [2.244, 0.827, -0.229], [-3.270, 0.456, 1.189]],
  "spin_multiplicity": 1,
  "homo_ev": -12.597,
  "orbital_gap_ev": 8.59,
  "total_charge": 1
}

=====

(ii)
{
  "formula": "C3H9N2S",
  "method": "wB97M-V/def2-TZVPD",
  "elements": ["C", "C", "C", "N", "N", "S", "H", "H", "H", "H", "H", "H", "H", "H", "H"],
  "xyz": [[-0.003, -0.935, 0.324], [-1.743, 1.958, -1.182], [0.620, -1.806, 1.390], [-0.923, 0.880, -0.848], [2.051, -1.408, 1.301], [-1.038, 0.242, 0.634], [0.448, -1.153, -0.616], [-1.599, 2.578, -0.395], [-1.306, 2.569, -2.122], [-2.805, 1.586, -1.261], [0.553, -2.980, 1.284], [0.186, -1.467, 2.319], [-0.560, 0.244, -1.569], [2.768, -2.141, 1.279], [2.269, -0.654, 2.014]],
  "spin_multiplicity": 1,
  "homo_ev": -13.645,
  "orbital_gap_ev": 8.02,
  "total_charge": 1
}

=====

(iii)
{
  "formula": "C3H9N2S",
  "method": "wB97M-V/def2-TZVPD",
  "elements": ["N", "C", "N", "C", "C", "S", "H", "H", "H", "H", "H", "H", "H", "H", "H"],
  "xyz": [[1.190, -0.409, 1.560], [1.300, 0.519, 0.683], [0.350, 1.075, -0.068], [-1.071, 0.592, -0.099], [-1.270, -0.376, -1.197], [-0.365, -1.995, -0.884], [0.263, -0.915, 1.563], [1.793, -0.556, 2.258], [2.294, 0.797, 0.704], [0.682, 1.877, -0.625], [-1.788, 1.531, -0.264], [-1.273, 0.068, 0.787], [-2.314, -0.555, -1.427], [-0.647, -0.076, -2.091], [0.856, -1.578, -0.900]],
  "spin_multiplicity": 1,
  "homo_ev": -13.298,
  "orbital_gap_ev": 9.69,
  "smiles": "N/C=[NH+]\\CCS",
  "total_charge": 1
}

=====

(iv)
{
  "formula": "C3H9N2S",
  "method": "wB97M-V/def2-TZVPD",
  "elements": ["C", "C", "C", "N", "N", "S", "H", "H", "H", "H", "H", "H", "H", "H", "H"],
  "xyz": [[1.771, -3.247, 1.721], [-0.141, 2.051, -1.192], [-0.543, 0.671, -0.892], [1.289, -0.808, 0.610], [-0.394, 3.080, -0.426], [0.759, -2.313, 0.844], [1.209, -4.084, 2.008], [2.680, -3.044, 2.212], [0.528, 2.014, -2.114], [-1.401, 0.435, -0.388], [0.378, 0.296, -0.225], [-0.415, 0.056, -1.844], [2.081, -0.457, 1.142], [-0.978, 3.023, 0.502], [0.002, 3.923, -0.609]],
  "spin_multiplicity": 1,
  "homo_ev": -12.473,
  "orbital_gap_ev": 8.49,
  "total_charge": 1
}

=====

The winner here is (iii), beating the second structure by 0.0908 hartree.